(1)
{"formula": "C27H20F3O5S2", "method": "wB97M-V/def2-TZVPD", "orbital_gap_ha": 0.230, "multiplicity": 1, "charge": -1, "de_lowest_kcal_mol": 0.0, "elements": ["F", "C", "F", "F", "C", "C", "C", "C", "O", "C", "C", "H", "H", "H", "H", "C", "C", "C", "C", "S", "C", "C", "C", "C", "C", "C", "C", "C", "S", "C", "C", "C", "C", "C", "C", "O", "O", "O", "O", "C", "C", "H", "H", "H", "H", "H", "H", "H", "H", "H", "H", "H", "H", "H", "H", "H", "H"], "coordinates": [[-4.448, -3.960, 5.618], [-3.215, -4.360, 5.178], [-2.386, -4.381, 6.260], [-3.360, -5.664, 4.767], [-2.705, -3.481, 4.067], [-1.335, -3.291, 3.892], [-0.871, -2.604, 2.793], [-1.770, -1.996, 1.819], [-1.374, -1.248, 0.888], [-3.182, -2.271, 2.057], [-3.622, -2.948, 3.165], [-0.628, -3.689, 4.614], [0.198, -2.474, 2.632], [-3.891, -1.883, 1.329], [-4.686, -3.090, 3.337], [-1.569, 1.691, 3.256], [-1.600, 2.752, 2.348], [-0.586, 2.892, 1.400], [0.448, 1.955, 1.347], [1.625, 2.076, 0.002], [1.052, 0.878, -1.168], [0.403, -0.269, -0.843], [-0.350, -1.003, -1.835], [-1.139, -0.285, -2.766], [-1.559, -0.896, -3.942], [-1.398, -2.276, -4.099], [-0.880, -3.038, -3.041], [-0.354, -2.406, -1.911], [1.479, 1.168, -2.909], [2.859, 2.315, -2.919], [2.619, 3.631, -3.301], [3.685, 4.522, -3.373], [4.987, 4.080, -3.120], [5.217, 2.745, -2.769], [4.151, 1.849, -2.680], [1.985, -0.061, -3.471], [0.393, 1.899, -3.528], [1.395, 3.383, -0.581], [2.943, 1.701, 0.456], [0.498, 0.907, 2.266], [-0.496, 0.796, 3.241], [-2.381, 1.553, 3.973], [-2.416, 3.476, 2.358], [-0.611, 3.701, 0.673], [0.495, -0.618, 0.174], [-1.419, 0.741, -2.527], [-1.997, -0.277, -4.726], [-1.703, -2.752, -5.033], [-0.854, -4.127, -3.113], [0.097, -2.975, -1.093], [1.599, 3.942, -3.519], [3.472, 5.560, -3.627], [5.822, 4.776, -3.210], [6.225, 2.383, -2.564], [4.294, 0.804, -2.408], [1.281, 0.155, 2.188], [-0.439, -0.009, 3.976]], "lowdin_charge": [0.087, -0.539, 0.093, 0.088, -0.198, -0.070, -0.050, -0.452, -0.097, -0.027, -0.072, 0.107, 0.093, 0.095, 0.109, -0.062, -0.073, -0.057, -0.274, 0.696, -0.295, -0.039, -0.230, -0.048, -0.073, -0.087, -0.080, -0.012, 0.720, -0.297, -0.068, -0.072, -0.080, -0.073, -0.055, -0.283, -0.321, -0.309, -0.299, -0.063, -0.065, 0.108, 0.102, 0.108, 0.098, 0.121, 0.107, 0.096, 0.098, 0.124, 0.114, 0.103, 0.100, 0.103, 0.122, 0.119, 0.108]}

***

(2)
{"formula": "CH8O2S", "method": "wB97M-V/def2-TZVPD", "orbital_gap_ha": [0.358, 0.175], "multiplicity": 2, "s2": 0.75, "charge": 1, "de_lowest_kcal_mol": 35.2, "elements": ["C", "S", "H", "H", "H", "H", "H", "H", "O", "H", "H", "O"], "coordinates": [[-1.123, -0.576, 0.017], [-0.559, -2.216, -0.249], [-1.124, 0.264, -0.660], [-0.536, -0.338, 0.900], [-2.149, -0.526, 0.394], [-0.555, -2.966, 0.740], [0.924, 2.376, -1.355], [0.720, 2.660, -2.890], [0.815, 3.185, -2.057], [1.039, 1.644, 1.587], [0.429, 1.149, 2.785], [1.303, 1.147, 2.354]], "lowdin_spin": [0.116, 0.780, -0.001, 0.033, 0.030, 0.041, 0.000, 0.000, 0.000, 0.000, 0.000, 0.003]}

***

(3)
{"formula": "C3H6N2O", "method": "wB97M-V/def2-TZVPD", "orbital_gap_ha": 0.286, "multiplicity": 1, "de_lowest_kcal_mol": 91.4, "elements": ["N", "C", "C", "O", "C", "N", "H", "H", "H", "H", "H", "H"], "coordinates": [[1.510, -0.058, 0.038], [0.232, 0.100, -0.734], [-0.821, -1.001, -0.706], [-1.778, -0.040, -0.171], [-0.712, 0.809, 0.087], [-0.583, 1.746, 0.942], [1.429, 0.545, 0.878], [1.701, -1.021, 0.336], [2.322, 0.261, -0.492], [-1.174, -1.412, -1.658], [-0.679, -1.823, 0.018], [-1.447, 1.894, 1.461]], "lowdin_charge": [0.146, -0.219, -0.163, -0.022, -0.535, 0.111, 0.135, 0.150, 0.141, 0.101, 0.110, 0.044]}

***

(4)
{"formula": "C36H35FN2P2S2Sn", "method": "wB97M-V/def2-TZVPD", "orbital_gap_ha": 0.171, "multiplicity": 1, "charge": 2, "de_lowest_kcal_mol": 31.7, "elements": ["Sn", "C", "S", "C", "C", "C", "N", "P", "C", "C", "C", "C", "C", "C", "C", "C", "C", "C", "C", "C", "P", "C", "C", "C", "C", "C", "C", "C", "C", "C", "C", "C", "C", "H", "H", "H", "H", "H", "H", "H", "H", "H", "H", "H", "H", "H", "H", "H", "H", "H", "H", "H", "H", "H", "H", "H", "H", "H", "H", "H", "H", "H", "S", "C", "N", "F", "C", "C", "C", "C", "C", "C", "C", "H", "H", "H", "H", "H", "H"], "coordinates": [[-0.277, 2.519, 1.388], [1.251, -4.783, -3.204], [2.900, -4.135, -2.855], [2.605, -3.467, -1.207], [1.824, -2.159, -1.213], [1.742, -1.539, 0.171], [1.023, -0.231, 0.110], [-0.542, -0.116, 0.748], [-1.566, -1.114, -0.340], [-2.067, -0.577, -1.526], [-2.688, -1.395, -2.454], [-2.814, -2.756, -2.199], [-2.337, -3.290, -1.012], [-1.713, -2.476, -0.077], [-0.603, -0.900, 2.364], [-1.852, -1.229, 2.892], [-1.949, -1.739, 4.175], [-0.802, -1.921, 4.938], [0.439, -1.567, 4.428], [0.539, -1.044, 3.149], [1.798, 1.275, 0.228], [3.533, 1.094, -0.129], [3.984, 1.031, -1.450], [5.331, 0.832, -1.691], [6.222, 0.710, -0.630], [5.778, 0.790, 0.682], [4.430, 0.985, 0.937], [1.158, 2.216, -1.197], [0.512, 1.609, -2.267], [0.043, 2.382, -3.324], [0.227, 3.757, -3.318], [0.892, 4.368, -2.257], [1.350, 3.601, -1.198], [1.338, -5.413, -4.087], [0.525, -3.998, -3.412], [0.906, -5.402, -2.377], [3.595, -3.318, -0.768], [2.095, -4.226, -0.609], [0.810, -2.331, -1.587], [2.309, -1.457, -1.898], [2.746, -1.380, 0.572], [1.221, -2.193, 0.871], [-1.965, 0.477, -1.732], [-3.071, -0.976, -3.375], [-3.286, -3.399, -2.929], [-2.450, -4.346, -0.807], [-1.353, -2.904, 0.849], [-2.749, -1.116, 2.293], [-2.917, -1.999, 4.581], [-0.877, -2.338, 5.933], [1.330, -1.702, 5.025], [1.516, -0.771, 2.765], [3.298, 1.134, -2.281], [5.690, 0.777, -2.710], [7.274, 0.555, -0.831], [6.476, 0.707, 1.503], [4.080, 1.058, 1.960], [0.416, 0.530, -2.294], [-0.449, 1.906, -4.162], [-0.125, 4.352, -4.148], [1.059, 5.436, -2.263], [1.889, 4.084, -0.386], [-0.752, 1.527, 5.942], [-0.781, 1.885, 4.424], [-0.860, 2.177, 3.261], [-6.290, 0.152, 0.738], [-5.300, 1.037, 0.730], [-4.648, 1.282, -0.474], [-3.607, 2.177, -0.476], [-3.235, 2.845, 0.707], [-2.198, 3.816, 0.711], [-3.935, 2.572, 1.907], [-4.972, 1.671, 1.926], [-4.979, 0.767, -1.366], [-3.082, 2.414, -1.393], [-2.103, 4.452, 1.584], [-1.773, 4.202, -0.208], [-3.651, 3.092, 2.813], [-5.538, 1.451, 2.820]], "lowdin_charge": [1.215, -0.408, 0.826, -0.518, -0.255, -0.225, -0.425, 0.950, -0.335, -0.114, -0.050, -0.038, -0.042, -0.077, -0.394, -0.094, -0.048, -0.063, -0.063, -0.097, 0.907, -0.360, -0.063, -0.037, -0.030, -0.046, -0.086, -0.468, -0.100, -0.048, -0.041, -0.049, -0.143, 0.037, 0.023, 0.039, 0.079, 0.085, 0.098, 0.102, 0.116, 0.110, 0.073, 0.119, 0.122, 0.121, 0.113, 0.112, 0.121, 0.122, 0.121, 0.101, 0.112, 0.122, 0.123, 0.120, 0.109, 0.098, 0.119, 0.121, 0.122, 0.112, 0.800, -0.917, -0.170, 0.123, -0.238, 0.024, -0.028, -0.353, -0.086, -0.006, 0.038, 0.135, 0.124, 0.071, 0.064, 0.128, 0.138]}